No. 1
This record from OMol25 describes a molecular structure, C16H15B2F4IrN8STe. The level of theory is ωB97M-V/def2-TZVPD.

Its HOMO energy (spin up / spin down) is -0.529 / -0.529 hartree. The gap between HOMO and LUMO (spin up / spin down) comes out at 5.12 / 5.12 eV. Its energy above the lowest of the compared OMol25 structures with the same formula, charge and spin is 0.0 kJ/mol. Its LUMO energy (spin up / spin down) is -9.270 / -9.270 eV.

```
! RIJCOSX wB97M-V def2-TZVPD def2/J DEFGRID3
* xyz 2 1
Ir 0.16772 0.37565 -0.15716
C -0.79355 -0.21039 3.85821
C -0.76708 0.57244 2.71589
N -0.01830 -0.03712 1.78852
N 0.43539 -1.20586 2.30165
C -0.03651 -1.32698 3.55000
B 1.20067 -2.16470 1.35251
N 2.33016 -1.33446 0.66555
C 3.64538 -1.57619 0.61370
C 4.24187 -0.60364 -0.17150
C 3.20093 0.21552 -0.58092
N 2.05182 -0.24380 -0.06965
N 0.18572 -2.52123 0.23353
C -0.45032 -3.65647 -0.08292
C -1.42581 -3.37468 -1.02427
C -1.33245 -2.01023 -1.24732
N -0.34184 -1.51257 -0.49716
N 1.78699 -3.34557 2.03824
C 2.41863 -3.43219 3.24968
C 3.03374 -4.64774 3.31147
C 2.74542 -5.25379 2.06871
N 2.01289 -4.47147 1.30330
H -1.28817 0.00934 4.78767
H -1.23477 1.52580 2.53083
H 0.18723 -2.19511 4.14629
H 4.07155 -2.42272 1.12742
H 5.28542 -0.50396 -0.41130
H 3.23190 1.10272 -1.19172
H -0.15783 -4.58578 0.37386
H -2.11196 -4.06684 -1.47919
H -1.92069 -1.36930 -1.88398
H 2.41272 -2.62209 3.96028
H 3.61176 -5.04828 4.12573
H 3.04280 -6.22720 1.71236
F -2.18798 3.49000 0.26777
B -1.40458 2.60566 -0.28652
F -1.80636 1.22117 -0.13910
F -1.30415 2.77838 -1.76485
F -0.02214 2.58544 0.16381
Te 0.50405 1.81256 -2.70234
C -0.10926 0.58876 -4.14873
C -0.18681 -0.81461 -4.07731
C -0.48561 -1.39207 -5.29750
C -0.67525 -0.43565 -6.29150
S -0.44162 1.13873 -5.77099
H 0.01882 -1.36729 -3.17375
H -0.55954 -2.45485 -5.47346
H -0.93958 -0.62562 -7.32312
*
```

No. 2
This record from OMol25 describes a molecular structure, C16H15BaClTe at a distorted geometry. The level of theory is ωB97M-V/def2-TZVPD.

Its HOMO energy is -0.020 hartree. The gap between HOMO and LUMO comes out at 5.07 eV. Its LUMO energy is 4.528 eV.

```
! RIJCOSX wB97M-V def2-TZVPD def2/J DEFGRID3
* xyz -2 1
C -2.26734 -1.12293 -1.43915
C -1.63594 -1.31443 -2.68685
C -1.40334 -0.03603 -3.24415
H -1.35484 -2.26203 -3.11485
C -1.85134 0.93747 -2.32405
C -2.39754 0.25177 -1.21555
H -2.74074 0.70937 -0.30625
H -2.49414 -1.89643 -0.72885
H -0.94474 0.16257 -4.19675
H -1.76154 2.00607 -2.42485
Ba -0.00244 -0.19863 -1.35325
Cl 0.15536 -2.14883 0.18745
C 2.34636 -0.07773 -1.08485
C 1.97216 1.14567 -1.68235
C 1.48466 0.86727 -2.96625
H 1.96306 2.10257 -1.19325
C 1.57416 -0.53113 -3.17635
C 2.11416 -1.11163 -2.02025
H 2.23366 -2.16333 -1.83315
H 2.65276 -0.21123 -0.06335
H 1.06586 1.58667 -3.65075
H 1.23796 -1.06493 -4.04985
Te -0.82304 2.36547 1.04275
C -0.30294 1.12817 2.68775
C -0.93274 -0.11123 2.85525
C -0.60084 -0.92533 3.94405
C 0.35726 -0.50033 4.86955
C 0.98576 0.73847 4.70595
C 0.65706 1.55167 3.61475
H -1.67724 -0.44363 2.14325
H -1.08814 -1.88353 4.07175
H 0.61076 -1.12903 5.71375
H 1.72476 1.06817 5.42435
H 1.14316 2.51087 3.49445
*
```

No. 3
This record from OMol25 describes a molecular structure, C16H15BiN at a distorted geometry. The level of theory is ωB97M-V/def2-TZVPD.

Its HOMO energy is -0.063 hartree. The gap between HOMO and LUMO comes out at 4.46 eV. Its LUMO energy is 2.757 eV.

```
! RIJCOSX wB97M-V def2-TZVPD def2/J DEFGRID3
* xyz -1 1
C 0.05972 -1.35557 -1.99680
C -1.28647 -1.46427 -1.47792
C -1.22218 -2.14553 -0.19162
C 0.18586 -2.45078 0.07571
C 0.97238 -1.92714 -1.02875
Bi -0.13178 0.01434 0.29640
C -0.98140 1.72733 -0.97743
C 0.42430 1.96599 -1.43516
C 0.75903 2.48852 -2.65381
N 1.37804 1.45799 -0.59161
H -2.06036 -2.31131 0.49834
H -2.19555 -1.06133 -1.93989
H 0.58024 -2.87315 1.00883
H 2.06457 -1.97628 -1.11751
H 0.34900 -0.84206 -2.92312
H -1.77902 1.59686 -1.73035
H 2.39810 1.45354 -0.77345
H -1.28489 2.28270 -0.06281
H -0.03737 2.87942 -3.26203
H 1.80818 2.53263 -2.91821
C -0.06120 -0.01015 2.26466
C -0.05101 -0.05378 3.45330
C -0.03754 -0.05759 4.82069
C -1.10614 0.52683 5.53242
C -1.04469 0.62051 6.91919
C 0.05231 0.09313 7.61535
C 1.08816 -0.54116 6.91403
C 1.05428 -0.61200 5.52459
H -1.96253 0.92787 4.98011
H -1.85562 1.11467 7.46057
H 0.09968 0.17927 8.69921
H 1.93383 -0.97328 7.45438
H 1.87396 -1.07400 4.96520
*
```

No. 4
This record from OMol25 describes C16H15ClF2N2O3S in the gas phase at a distorted geometry. The level of theory is ωB97M-V/def2-TZVPD.

Its HOMO energy is -0.334 hartree. The gap between HOMO and LUMO comes out at 9.51 eV. The structure (SMILES) is Cc1ccc(Cl)cc1N(CC(=O)Nc1c(F)cccc1F)S(C)(=O)=O. Its LUMO energy is 0.434 eV.

```
! RIJCOSX wB97M-V def2-TZVPD def2/J DEFGRID3
* xyz 0 1
C -2.01266 -0.48148 -1.64437
C -1.25533 -1.24486 -0.61189
C -1.90206 -1.91844 0.41762
C -1.20483 -2.61290 1.38985
C 0.17860 -2.64188 1.33663
Cl 1.07881 -3.49747 2.54146
C 0.85543 -1.98894 0.32076
C 0.14140 -1.29324 -0.65012
N 0.81885 -0.61648 -1.69059
C 1.78061 0.41273 -1.37077
C 1.06390 1.57464 -0.67369
O 0.86509 2.64401 -1.18360
N 0.67010 1.24717 0.59703
C -0.08878 2.06069 1.44175
C 0.22158 2.12747 2.80101
F 1.25234 1.37059 3.24035
C -0.47704 2.91219 3.69348
C -1.53285 3.67676 3.22478
C -1.89344 3.61964 1.89090
C -1.18749 2.80916 1.01902
F -1.61239 2.70927 -0.24691
S 1.06158 -1.48169 -3.09457
C 2.38047 -2.66668 -2.69832
O -0.12841 -2.22613 -3.36339
O 1.55953 -0.57505 -4.07960
H -1.60780 0.52326 -1.74934
H -1.90568 -0.97849 -2.60685
H -3.06598 -0.42025 -1.38606
H -2.98029 -1.89273 0.46387
H -1.72629 -3.12497 2.18264
H 1.93473 -2.02154 0.29180
H 2.17119 0.76785 -2.32565
H 2.60617 0.04926 -0.74066
H 1.07573 0.43094 1.03439
H -0.18578 2.92231 4.73105
H -2.08255 4.30700 3.90472
H -2.72829 4.18526 1.50993
H 2.58832 -3.21711 -3.60631
H 3.25747 -2.11742 -2.38279
H 2.01607 -3.33243 -1.92759
*
```

No. 5
This record from OMol25 describes a molecular structure, C16H15ClFe at a distorted geometry. The level of theory is ωB97M-V/def2-TZVPD.

Its HOMO energy (spin up / spin down) is -0.098 / -0.097 hartree. The gap between HOMO and LUMO (spin up / spin down) comes out at 5.30 / 3.50 eV. Its energy above the lowest of the compared OMol25 structures with the same formula, charge and spin is 97.2 kJ/mol. Its LUMO energy (spin up / spin down) is 2.648 / 0.854 eV.

```
! RIJCOSX wB97M-V def2-TZVPD def2/J DEFGRID3
* xyz -1 6
C 1.82926 3.27962 0.55698
C 0.51094 3.27801 0.04673
C 0.47113 2.36630 -1.03440
H -0.31261 3.86921 0.41097
C 1.75065 1.78214 -1.16415
C 2.58916 2.35802 -0.18453
H 3.61385 2.08766 0.00790
H 2.17296 3.83197 1.41494
H -0.40030 2.10961 -1.61088
H 2.03258 1.02279 -1.87434
Fe 0.86919 1.15663 0.90068
Cl 1.97450 0.79618 2.80241
C -4.15881 -1.19957 1.01462
C -3.95137 -1.55088 -0.33406
C -4.37714 -0.47269 -1.13545
H -3.53690 -2.48708 -0.69280
C -4.84770 0.54506 -0.28193
C -4.71299 0.09574 1.04688
H -4.98728 0.64999 1.93835
H -3.93127 -1.81739 1.87692
H -4.34786 -0.43333 -2.21932
H -5.24447 1.50560 -0.59316
C 2.97443 -3.07316 -0.39029
C 3.74045 -2.02315 0.11024
C 3.11788 -0.83057 0.47984
C 1.72072 -0.67269 0.36001
C 0.96007 -1.72895 -0.14769
C 1.58605 -2.92823 -0.52153
H 3.45909 -3.99685 -0.68100
H 4.81270 -2.12607 0.20981
H 3.73173 -0.02873 0.86077
H -0.10981 -1.61795 -0.25656
H 1.00115 -3.74724 -0.91595
*
```

No. 6
This record from OMol25 describes a molecular structure, C16H15ClV at a distorted geometry. The level of theory is ωB97M-V/def2-TZVPD.

Its HOMO energy (spin up / spin down) is -0.002 / -0.002 hartree. The gap between HOMO and LUMO (spin up / spin down) comes out at 5.33 / 5.30 eV. Its LUMO energy (spin up / spin down) is 5.276 / 5.251 eV.

```
! RIJCOSX wB97M-V def2-TZVPD def2/J DEFGRID3
* xyz -2 4
C 0.90640 -1.75939 0.57711
C 0.99979 -1.73433 -0.86608
C -0.33240 -1.75356 -1.40298
H 1.90379 -1.73558 -1.46961
C -1.23088 -1.87282 -0.30495
C -0.48219 -1.82949 0.91257
H -0.89609 -1.80794 1.91429
H 1.76043 -1.82016 1.25467
H -0.58853 -1.62652 -2.44936
H -2.30684 -1.87186 -0.41122
V -0.09771 -0.12442 -0.22580
Cl 1.83465 1.29342 -0.38546
C 0.08389 2.63530 -3.99039
C -1.14761 1.98339 -4.31147
C -0.83670 0.75037 -4.97162
H -2.14970 2.37914 -4.14090
C 0.59018 0.64305 -5.05692
C 1.15709 1.80911 -4.45042
H 2.21973 2.04844 -4.40107
H 0.18638 3.61594 -3.52818
H -1.55717 0.04343 -5.39138
H 1.14236 -0.16128 -5.54918
C -4.47544 1.95082 1.36250
C -3.60812 1.32994 2.27909
C -2.35156 0.87446 1.86674
C -1.89802 1.08204 0.55237
C -2.86587 1.45254 -0.38693
C -4.11901 1.97444 0.01208
H -5.49626 2.21733 1.65093
H -3.93325 1.14337 3.30127
H -1.76351 0.29741 2.58085
H -2.68101 1.33626 -1.46361
H -4.83311 2.35624 -0.74033
*
```